# 1
The following is a quantum chemistry calculation of one molecule with the formula C3H5BN2O2 in a non-equilibrium geometry, from OMol25.

Last column: Mulliken charge in e.
Cartesian coordinates (Å):
B: -0.2054 -1.0961 0.0635  0.297
C: -0.7680 1.3058 -0.3590  0.181
C: -2.5363 -0.2180 0.0631  0.341
C: 0.1892 0.6304 0.5181  -0.814
N: -1.9894 0.9464 -0.3427  -0.497
N: -1.6028 -1.2733 0.0245  -0.065
O: -3.7077 -0.3582 0.2873  -0.554
O: 0.6987 -1.9791 -0.2613  -0.489
H: -0.3390 2.2236 -0.8361  0.358
H: -0.2164 0.7327 1.5441  0.246
H: 1.2271 0.8612 0.4197  0.403
H: -1.9426 -2.2856 0.2685  0.268
H: 1.5945 -1.8557 -0.1147  0.327

Cartesian forces, eV/Å:
B -0.151 4.732 1.215
C 0.218 0.414 1.410
C 0.408 -1.351 0.218
C -1.062 -3.579 -0.169
N 0.263 3.177 -2.184
N -0.830 -3.720 0.982
O -0.076 -0.266 0.412
O -1.440 -2.477 -0.715
H -1.226 -0.657 -0.329
H 0.633 -0.130 -0.314
H 0.524 0.438 0.019
H 0.343 2.762 -0.993
H 2.396 0.658 0.447

Summary:
Energy: -402.22152 a.u.
SMILES: O=C1N=CCB(O)N1
Total charge: 0

=====

# 2
The following is a quantum chemistry calculation of one molecule with the formula C6H8N2O2 in a non-equilibrium geometry, from OMol25.

Last column: Mulliken charge in e.
Cartesian coordinates (Å):
O: -2.0337 -0.5178 -1.4522  -0.721
N: 1.2967 -0.2007 -1.8199  -0.547
O: 0.0761 -0.7259 -2.1804  -0.171
C: 1.1346 0.1939 -0.5394  0.326
C: -0.2325 -0.0070 -0.2354  0.515
N: -0.8522 -0.5266 -1.2023  0.767
C: 2.1836 0.8600 0.3463  -0.691
C: -0.7105 0.4166 0.9980  -0.993
C: 1.5489 1.4982 1.6710  -0.590
C: 0.4142 0.5647 2.1577  -0.730
H: 2.6844 1.6599 -0.2179  0.379
H: 2.9420 0.1783 0.6320  0.370
H: -1.6445 -0.0077 1.3298  0.459
H: -0.9845 1.3997 0.8224  0.348
H: 1.0122 2.4146 1.2767  0.246
H: 2.1528 1.7767 2.5399  0.342
H: -0.1400 1.0198 2.9886  0.357
H: 0.6776 -0.4714 2.4103  0.332

Cartesian forces, eV/Å:
O -2.042 -1.250 -0.655
N -0.112 0.018 2.432
O 0.778 -0.257 -2.211
C 0.110 -0.503 -2.521
C 4.025 -0.257 2.088
N 0.350 1.111 -1.059
C -0.634 1.310 0.607
C -0.341 0.783 4.019
C -2.058 -0.457 -1.778
C -1.797 -0.354 -1.401
H -0.169 -0.300 0.027
H 0.702 -0.980 0.100
H -0.064 -0.751 0.215
H -0.879 2.498 -0.137
H 0.660 -0.642 0.808
H 0.586 -0.172 -0.742
H 0.371 -0.220 0.002
H 0.515 0.425 0.208

Summary:
Energy: -493.24084 a.u.
SMILES: [O-][n+]1onc2c1CCCC2
Total charge: 0